Record 1
The following is a DFT calculation (ωB97M-V/def2-TZVPD) of a molecular structure, C58H42FGeMnP3S8 at a distorted geometry.

## Properties
Energy ... -265915.76489 eV
Lowest unoccupied orbital energy (spin up / spin down) ... -0.213 / -0.228 Eh
Charge ... +2
Spin multiplicity ... 2

Atoms and positions in Å:
Mn 0.291 -0.069 0.381
F -2.258 -3.171 -1.466
Ge -1.227 -1.728 -1.168
C -2.527 -0.314 -1.724
C -3.843 -0.613 -2.036
C -4.717 0.407 -2.382
C -4.275 1.721 -2.417
C -2.953 2.026 -2.137
C -2.075 1.005 -1.791
P -0.292 1.262 -1.553
C 0.319 0.960 -3.251
C 1.664 1.162 -3.564
C 2.116 1.013 -4.862
C 1.238 0.645 -5.868
C -0.091 0.416 -5.561
C -0.553 0.574 -4.266
C -0.152 3.082 -1.400
C 0.498 3.878 -2.340
C 0.500 5.256 -2.199
C -0.130 5.855 -1.122
C -0.775 5.070 -0.179
C -0.788 3.697 -0.320
C 0.175 -2.078 -2.566
C -0.213 -2.708 -3.738
C 0.708 -2.925 -4.752
C 2.020 -2.499 -4.606
C 2.418 -1.872 -3.439
C 1.495 -1.657 -2.424
P 2.013 -1.174 -0.756
C 2.741 -2.811 -0.311
C 2.344 -3.993 -0.946
C 2.960 -5.193 -0.633
C 3.960 -5.248 0.323
C 4.348 -4.085 0.967
C 3.745 -2.882 0.654
C 3.517 -0.142 -0.778
C 4.746 -0.591 -1.078
C 5.929 0.216 -0.886
C 5.868 1.485 -0.476
C 4.573 2.173 -0.258
C 3.335 1.265 -0.279
C -1.033 -2.287 0.841
C -0.282 -3.434 1.054
C -0.530 -4.246 2.152
C -1.559 -3.939 3.024
C -2.333 -2.807 2.818
C -2.063 -1.973 1.743
P -2.976 -0.462 1.301
C -4.392 -0.112 2.386
C -4.521 -0.258 3.765
C -5.732 0.042 4.368
C -6.805 0.497 3.615
C -6.674 0.659 2.245
C -5.475 0.353 1.633
C -0.499 1.307 3.423
C -1.512 2.133 4.110
C -1.385 3.452 4.299
C -0.210 4.161 3.862
C 0.799 3.511 3.279
C 0.788 2.044 3.032
H -4.173 -1.640 -1.992
H -5.744 0.172 -2.615
H -4.964 2.513 -2.668
H -2.614 3.051 -2.188
H 2.369 1.442 -2.795
H 3.155 1.187 -5.093
H 1.587 0.535 -6.882
H -0.782 0.123 -6.335
H -1.598 0.397 -4.063
H 0.980 3.438 -3.198
H 0.988 5.868 -2.942
H -0.132 6.928 -1.021
H -1.287 5.527 0.655
H -1.319 3.094 0.403
H -1.234 -3.047 -3.841
H 0.404 -3.431 -5.655
H 2.741 -2.677 -5.390
H 3.441 -1.553 -3.307
H 1.565 -3.997 -1.695
H 2.654 -6.091 -1.145
H 4.438 -6.185 0.560
H 5.128 -4.104 1.711
H 4.089 -1.987 1.148
H 4.893 -1.602 -1.427
H 6.879 -0.259 -1.073
H 6.759 2.069 -0.316
H 4.493 3.059 -0.893
H 2.519 1.742 -0.849
H 0.468 -3.727 0.335
H 0.058 -5.140 2.286
H -1.771 -4.594 3.855
H -3.159 -2.593 3.479
H -3.700 -0.609 4.374
H -5.841 -0.084 5.435
H -7.744 0.721 4.097
H -7.505 1.013 1.655
H -5.366 0.452 0.560
H -2.411 1.620 4.419
H -2.159 4.004 4.807
H -0.148 5.224 4.033
H 1.694 4.015 2.952
H 1.656 1.583 3.526
S -1.025 -2.916 7.032
C -0.465 -1.917 5.881
S -1.131 -0.317 5.584
C -0.234 0.030 4.120
C 0.671 -0.917 3.767
S 1.492 -1.068 2.213
S 0.857 -2.317 4.803
S -1.417 0.881 1.663
S 4.246 2.699 1.495
C 2.973 1.416 1.211
S 1.217 1.894 1.213
S 3.253 0.022 2.370

Record 2
The following is a DFT calculation (ωB97M-V/def2-TZVPD) of a molecular structure, C58H43N5O7S4Ti at a distorted geometry.

## Properties
Energy ... -149079.31665 eV
Lowest unoccupied orbital energy (spin up / spin down) ... -0.065 / -0.062 Eh
Spin multiplicity ... 3

Atoms and positions in Å:
Ti 0.121 0.026 -1.401
O 1.196 -3.072 0.372
S 0.195 -2.700 -0.600
O -0.829 -1.595 -0.235
N 0.854 -1.903 -1.836
C 2.148 -2.057 -2.319
C 3.004 -3.180 -2.214
C 4.288 -3.042 -2.833
C 4.685 -1.909 -3.382
C 3.867 -0.751 -3.510
C 4.256 0.490 -4.092
C 3.410 1.562 -3.927
C 2.159 1.407 -3.292
N 1.729 0.247 -2.743
C 2.595 -0.825 -2.925
C -0.745 -4.174 -0.820
C -1.866 -4.525 -0.058
C -2.563 -5.677 -0.428
C -2.062 -6.509 -1.453
C -0.870 -6.174 -2.109
C -0.185 -5.029 -1.764
H 2.732 -4.102 -1.740
H 4.894 -3.935 -2.911
H 5.682 -1.862 -3.801
H 5.214 0.550 -4.616
H 3.748 2.525 -4.353
H 1.481 2.263 -3.310
H -2.229 -3.954 0.818
H -3.533 -5.920 0.025
H -2.590 -7.473 -1.685
H -0.510 -6.823 -2.933
H 0.712 -4.763 -2.332
C -3.053 7.401 -0.057
C -2.959 5.896 -0.034
C -1.810 5.304 -0.591
C -1.644 3.927 -0.512
C -2.615 3.147 0.081
C -3.847 3.681 0.540
C -4.037 5.036 0.342
S -2.376 1.380 0.339
O -0.994 1.285 -0.513
C -2.250 1.349 2.214
C -3.232 0.473 2.738
C -3.219 -0.001 4.042
C -2.233 0.374 4.945
C -2.363 0.082 6.307
C -1.502 0.694 7.226
C -0.386 1.406 6.800
C -0.266 1.730 5.484
C -1.222 1.295 4.515
C -1.209 1.717 3.114
C -0.052 2.522 2.658
C 0.061 3.848 3.236
C -0.888 4.419 4.113
C -0.713 5.666 4.649
C 0.439 6.429 4.230
C 1.316 5.946 3.280
C 1.206 4.627 2.825
C 2.151 4.145 1.885
C 2.047 2.826 1.470
C 1.017 1.995 1.977
S 1.240 0.184 1.685
O 1.538 0.134 0.142
C 2.798 -0.124 2.507
C 3.103 0.603 3.659
C 4.313 0.371 4.287
C 5.299 -0.444 3.688
C 6.627 -0.780 4.338
C 4.967 -1.161 2.519
C 3.694 -1.015 1.922
H -4.039 7.773 0.226
H -2.862 7.760 -1.075
H -2.198 7.757 0.559
H -1.128 5.905 -1.204
H -0.697 3.463 -0.776
H -4.608 3.049 1.049
H -5.003 5.468 0.538
H -4.098 0.115 2.118
H -4.008 -0.655 4.391
H -3.088 -0.626 6.673
H -1.683 0.530 8.263
H 0.390 1.681 7.495
H 0.580 2.276 5.060
H -1.808 3.934 4.481
H -1.391 6.136 5.327
H 0.685 7.403 4.651
H 2.158 6.554 2.951
H 2.849 4.868 1.504
H 2.837 2.314 0.903
H 2.409 1.322 4.081
H 4.453 0.755 5.281
H 6.820 -1.849 4.225
H 6.588 -0.513 5.387
H 7.452 -0.285 3.838
H 5.792 -1.717 2.051
H 3.453 -1.494 0.994
O -0.950 -7.292 -7.771
S -0.796 -5.840 -7.641
O 0.508 -5.406 -7.270
O -1.483 -4.934 -8.612
C -2.013 -5.244 -6.379
N -3.119 -5.956 -6.269
C -4.163 -5.430 -5.667
C -4.092 -4.142 -5.181
C -2.792 -3.567 -5.151
N -1.734 -4.117 -5.726
C -2.529 -2.407 -4.395
C -3.162 -1.843 -3.293
C -2.560 -0.873 -2.497
N -1.318 -0.386 -2.864
C -0.734 -0.896 -4.049
C -1.250 -1.929 -4.752
H -5.056 -6.061 -5.673
H -4.977 -3.559 -4.976
H -4.107 -2.219 -2.920
H -3.003 -0.518 -1.599
H 0.156 -0.387 -4.461
H -0.612 -2.407 -5.496